Record 1
{
  "formula": "C25H17AuN4S",
  "method": "ωB97M-V/def2-TZVPD",
  "species": ["Au", "S", "N", "N", "N", "N", "C", "C", "C", "C", "C", "C", "C", "C", "C", "C", "C", "C", "C", "C", "C", "C", "C", "C", "C", "C", "C", "C", "C", "C", "C", "H", "H", "H", "H", "H", "H", "H", "H", "H", "H", "H", "H", "H", "H", "H", "H", "H"],
  "xyz": [[0.03313, 0.56890, -0.06817], [1.77018, 0.57657, 4.04903], [-1.46371, 1.70764, 0.67533], [0.99964, -0.59371, -1.49986], [-1.48058, -0.41011, -0.81884], [1.36770, 0.97235, 1.55171], [2.76099, 0.82214, 1.69530], [-2.45978, 3.52347, 1.83271], [-2.73745, 0.11260, -0.50839], [-2.70329, 1.22399, 0.34211], [0.77653, 0.88416, 2.72655], [-1.34016, 2.82600, 1.38075], [-5.11638, 1.36538, 0.33774], [4.49140, 0.40553, 3.36308], [-3.87107, 1.87379, 0.76962], [-1.91065, -2.72293, -1.64158], [2.76155, -1.48630, -2.83212], [-0.14528, -3.82098, -2.89491], [-5.14463, 0.30535, -0.52537], [-3.95427, -0.31329, -0.97923], [0.20693, -1.66231, -1.86713], [-3.71567, 3.03975, 1.54650], [2.02407, -2.60425, -3.12030], [5.43092, 0.51608, 2.36639], [3.73018, 0.98111, 0.70804], [-1.40638, -3.82844, -2.37445], [3.14982, 0.57433, 3.01084], [0.70196, -2.71856, -2.64402], [-1.11993, -1.62374, -1.44290], [5.05257, 0.81908, 1.04865], [2.22120, -0.50161, -2.00104], [3.76198, -1.35347, -3.21705], [-2.91055, -2.76910, -1.23833], [3.45019, 1.28019, -0.28301], [2.78620, 0.37983, -1.76596], [-2.05294, -4.68095, -2.53096], [-6.09142, -0.06578, -0.89357], [-4.01702, -1.09882, -1.71692], [-6.02950, 1.84735, 0.66210], [-0.33565, 3.17251, 1.58879], [5.81916, 0.95094, 0.29608], [-4.59849, 3.56279, 1.89497], [6.47953, 0.39812, 2.60626], [-0.29331, 0.96468, 2.85219], [2.43748, -3.39641, -3.73230], [0.22121, -4.64904, -3.48647], [4.78207, 0.20794, 4.38704], [-2.31849, 4.43724, 2.39109]],
  "forces_ev_per_angstrom": [[-0.219, -0.338, -0.365], [-0.007, 0.032, 0.138], [0.148, 0.209, 0.559], [0.369, -0.274, 0.350], [-0.199, -0.331, -0.246], [0.382, 0.146, -0.061], [-0.237, 0.208, -0.090], [-0.085, -0.008, -0.060], [0.206, -0.407, -0.359], [0.070, 0.244, 0.123], [0.004, -0.159, -0.107], [-0.023, -0.024, -0.047], [-0.105, -0.051, -0.030], [-0.090, 0.006, 0.055], [-0.019, 0.112, 0.022], [-0.075, -0.310, -0.170], [-0.026, 0.006, -0.040], [-0.017, -0.068, -0.056], [0.179, -0.019, -0.001], [-0.247, 0.049, -0.036], [0.481, 0.225, -0.055], [0.049, 0.024, 0.029], [0.017, -0.001, -0.048], [0.079, 0.013, -0.067], [0.023, -0.032, 0.076], [-0.092, 0.199, 0.160], [0.097, -0.047, 0.040], [0.080, -0.001, 0.061], [-0.688, 0.548, 0.306], [0.065, 0.001, 0.034], [-0.134, -0.030, 0.000], [-0.006, 0.011, 0.004], [-0.012, -0.010, -0.069], [-0.024, 0.125, -0.170], [0.088, 0.047, 0.096], [0.002, 0.008, 0.009], [0.017, 0.003, -0.002], [-0.035, 0.000, 0.043], [0.028, -0.009, -0.015], [-0.037, -0.026, -0.007], [-0.028, -0.004, 0.022], [0.031, 0.006, -0.007], [-0.037, -0.005, -0.017], [0.046, -0.077, 0.006], [0.013, 0.003, 0.013], [0.001, 0.006, 0.007], [-0.031, 0.013, -0.040], [-0.002, -0.010, 0.010]],
  "charge": 2,
  "e_lumo_ha": [-0.2839, -0.2838],
  "orbital_gap_ev": [5.89, 5.89]
}

---

Record 2
{
  "formula": "C25H17BrCo2O8",
  "method": "ωB97M-V/def2-TZVPD",
  "species": ["Br", "Co", "Co", "O", "O", "O", "O", "O", "O", "O", "O", "C", "C", "C", "C", "C", "C", "C", "C", "C", "C", "C", "C", "C", "C", "C", "C", "C", "C", "C", "C", "C", "C", "C", "C", "C", "H", "H", "H", "H", "H", "H", "H", "H", "H", "H", "H", "H", "H", "H", "H", "H", "H"],
  "xyz": [[-0.41148, 2.73478, -6.36216], [-1.40286, -0.36928, 0.06198], [-0.32669, -1.64298, 2.68162], [3.71404, -1.38698, -0.46419], [-1.20463, -2.77012, -1.67166], [2.04643, -1.76504, -1.96583], [1.92588, 0.26785, 2.84999], [-3.80406, 1.12993, -0.68058], [-1.11475, -2.40319, 5.40393], [0.84577, 1.52912, -0.16543], [0.62840, -3.96572, 1.10986], [0.70023, 0.62403, -4.85027], [-3.60844, 3.65989, 2.04163], [0.70327, 1.99397, -5.04103], [-1.25163, -1.84284, -1.01539], [2.91095, -1.02143, -1.51764], [1.52329, 2.80286, -4.27785], [2.33089, 0.85911, -3.07569], [-2.29416, 1.21291, 2.24289], [-2.26351, 3.57391, 1.76204], [0.00114, 0.77018, -0.09708], [3.30454, -2.64574, 0.02409], [1.48242, 0.06382, -3.87354], [0.25689, -3.06928, 1.70553], [-1.56602, -0.09748, 2.17251], [4.21166, -3.15194, 1.12810], [-3.64478, 1.33106, 2.54571], [-1.60781, 2.36754, 1.89549], [3.10320, 0.29638, -2.04776], [-4.29937, 2.53866, 2.42914], [-2.87002, 0.53043, -0.43668], [-0.80770, -2.11022, 4.34694], [1.07028, -0.47716, 2.77957], [-2.10147, -1.37325, 1.63961], [2.35430, 2.24852, -3.33016], [-3.45758, -1.81119, 1.93375], [-4.19103, 0.46726, 2.87303], [-4.29044, -1.18964, 1.67956], [-3.63933, -2.86204, 1.99890], [-0.54641, 2.29849, 1.71834], [3.82684, 0.92517, -1.56212], [0.08505, 0.00256, -5.48173], [2.26935, -2.52765, 0.37218], [-4.10173, 4.61844, 2.00778], [3.77429, -3.99458, 1.66508], [3.01333, 2.87669, -2.75364], [-5.36514, 2.60268, 2.60189], [4.40264, -2.35290, 1.84383], [-1.73482, 4.43677, 1.39561], [1.47279, -0.99795, -3.70530], [5.17727, -3.46721, 0.73314], [3.26221, -3.33569, -0.83028], [1.50851, 3.86849, -4.43771]],
  "forces_ev_per_angstrom": [[-0.418, 0.388, -0.520], [0.815, -0.520, 0.297], [-1.275, 1.436, -1.548], [0.397, -0.035, 0.086], [-0.128, -0.425, -0.041], [-0.180, -1.461, 0.560], [0.260, 0.437, 0.116], [-0.973, 0.799, -0.565], [-0.223, -0.189, 0.990], [0.057, 0.457, 0.001], [-0.231, -0.364, -0.171], [-0.106, 0.029, -0.142], [-0.413, 0.626, 0.039], [0.163, -0.175, 0.207], [0.390, 1.019, -0.217], [-0.327, 2.514, -1.737], [0.140, 0.230, -0.103], [0.136, -0.380, 0.421], [0.782, -1.016, 0.957], [0.480, -0.209, -0.010], [0.169, -1.165, -0.100], [-0.702, -0.585, 0.112], [-0.240, 0.023, -0.452], [-0.043, 0.781, 0.966], [-0.939, -1.444, -3.135], [0.232, 0.448, -0.121], [-0.118, -0.359, 0.246], [0.272, 0.587, 0.223], [1.014, -0.885, 1.078], [-0.282, 0.029, 0.034], [0.667, -0.985, 0.556], [0.118, 0.006, -1.205], [-0.410, -0.953, -0.259], [-2.549, 0.968, 4.483], [-0.222, -0.174, -0.267], [4.024, 0.256, -1.680], [-0.097, -0.232, 0.052], [-0.374, 0.539, 0.314], [-0.266, -0.661, -0.016], [0.008, 0.066, -0.119], [0.182, 0.244, 0.290], [-0.156, -0.136, -0.047], [0.464, -0.209, -0.032], [-0.181, 0.149, -0.227], [-0.150, 0.012, -0.121], [0.066, 0.154, 0.176], [-0.083, -0.041, 0.180], [-0.042, 0.041, 0.133], [0.224, 0.243, 0.087], [-0.075, 0.007, -0.059], [0.107, -0.027, -0.060], [-0.011, -0.103, 0.373], [0.045, 0.244, -0.023]],
  "charge": -2,
  "de_lowest_ev": 1.247,
  "e_lumo_ha": 0.1561,
  "orbital_gap_ev": 4.74
}

---

> The highest charge belongs to which entry?

C25H17AuN4S

---

> charge of number 2 (C25H17BrCo2O8)?

-2

---

> Which formula does entry 2 have?

C25H17BrCo2O8

---

> Which of these has the lowest charge?

C25H17BrCo2O8